Formula: C4H10N2
Source: OMol25
Level of theory: the ωB97M-V functional and the def2-TZVPD basis

Element x y z (Å)
C (2.287, -0.673, 0.801)
C (0.863, -0.054, 1.038)
C (-1.063, 0.601, -0.271)
C (-1.848, 0.093, -1.443)
H (2.721, -1.179, 1.838)
H (2.247, -1.505, -0.118)
H (3.166, 0.253, 0.492)
H (1.005, 0.949, 1.423)
H (0.121, -0.715, 1.680)
H (0.521, -0.415, -1.218)
H (-2.913, -0.936, -0.824)
H (-2.312, 1.534, -1.969)
H (-0.873, -0.732, -2.506)
H (-2.604, 1.355, 0.650)
N (0.181, 0.141, -0.295)
N (-1.499, 1.281, 0.724)

Multiplicity: 1
Relative energy (zero: lowest compared OMol25 entry of this formula, charge and spin), kJ/mol: 836.94
E_HOMO, eV: -8.8


Formula: C12H9CdF5N2S2
Source: OMol25
Level of theory: the ωB97M-V functional and the def2-TZVPD basis

Element x y z (Å)
Cd (-1.903, 1.718, -1.498)
F (-0.423, -5.017, -2.025)
C (-0.310, -3.693, -2.093)
C (-1.154, -2.881, -1.359)
F (-2.086, -3.418, -0.573)
C (-1.015, -1.509, -1.439)
F (-1.869, -0.766, -0.691)
C (-0.065, -0.882, -2.235)
S (0.206, 0.857, -2.327)
C (0.766, -1.733, -2.961)
F (1.717, -1.220, -3.741)
C (0.655, -3.111, -2.897)
F (1.476, -3.883, -3.604)
S (-4.201, 2.417, -1.595)
C (-3.742, 4.044, -1.447)
N (-3.427, 5.150, -1.348)
C (2.176, 1.787, 1.738)
C (0.885, 1.018, 2.044)
C (0.982, -0.423, 1.521)
C (0.568, 1.040, 3.542)
C (-0.215, 1.669, 1.318)
N (-1.070, 2.147, 0.722)
H (3.004, 1.300, 2.255)
H (2.112, 2.819, 2.082)
H (2.385, 1.786, 0.668)
H (1.803, -0.925, 2.033)
H (1.182, -0.433, 0.449)
H (0.062, -0.976, 1.715)
H (1.381, 0.549, 4.078)
H (-0.358, 0.509, 3.757)
H (0.479, 2.061, 3.912)

Multiplicity: 1
Relative energy (zero: lowest compared OMol25 entry of this formula, charge and spin), kJ/mol: 0.00
E_HOMO, eV: -8.9


Formula: C14H9ClN2O3
Source: OMol25
Level of theory: the ωB97M-V functional and the def2-TZVPD basis

Element x y z (Å)
C (-5.633, -0.548, 0.475)
C (-4.060, -0.366, 0.411)
N (-3.263, -0.832, -0.482)
N (-2.113, -0.555, -0.187)
C (-2.143, 0.125, 0.785)
C (-3.516, 0.345, 1.387)
H (-3.932, 0.872, 2.326)
H (-1.287, 0.724, 1.227)
C (-1.144, -0.965, -0.987)
O (-1.133, -1.950, -1.679)
C (0.150, -0.089, -0.618)
C (1.230, -0.919, -0.552)
C (2.623, -0.551, -0.404)
C (3.816, -0.973, -0.026)
C (4.962, -0.375, -0.053)
C (4.920, 1.002, 0.116)
C (3.858, 1.565, -0.182)
C (2.584, 0.979, -0.296)
O (1.603, 1.853, -0.666)
C (0.236, 1.222, -0.636)
O (-0.716, 1.892, -1.067)
H (3.696, 2.899, -0.150)
H (5.919, 1.677, 0.158)
Cl (6.385, -1.156, 0.530)
H (3.780, -1.967, -0.242)
H (1.366, -2.071, -0.421)
H (-6.016, -1.143, 1.337)
H (-6.146, 0.568, 0.201)
H (-6.027, -1.265, -0.303)

Multiplicity: 1
E_HOMO, eV: -9.1


Formula: CH4Cl2N2OS2
Source: OMol25
Level of theory: the ωB97M-V functional and the def2-TZVPD basis

Element x y z (Å)
C (-1.648, -0.005, 0.084)
N (-0.468, -0.313, -0.592)
S (0.958, -0.667, 0.462)
O (0.598, -0.379, 2.018)
S (1.824, -2.161, -0.162)
N (1.880, 0.848, -0.045)
Cl (1.873, 0.954, -1.801)
Cl (1.153, 2.195, 0.713)
H (-1.416, 0.690, 0.980)
H (-2.203, 0.521, -0.661)
H (-2.220, -0.917, 0.461)
H (-0.330, -0.767, -1.459)

Multiplicity: 1
Relative energy (zero: lowest compared OMol25 entry of this formula, charge and spin), kJ/mol: 300.58
E_HOMO, eV: -9.8
SMILES: CN[S@@](=O)(=S)N(Cl)Cl


| no. | energy (hartree) | orbital gap (eV) |
| --- | --- | --- |
| 1 | -267.606554 | 8.5426 |
| 2 | -2035.630579 | 8.6726 |
| 3 | -1333.954887 | 7.6398 |
| 4 | -1941.829796 | 9.2058 |